{
  "formula": "C28H50NO8",
  "method": "the ωB97M-V functional and the def2-TZVPD basis",
  "species": ["H", "C", "H", "O", "H", "C", "H", "H", "O", "H", "H", "H", "N", "O", "C", "C", "H", "H", "C", "H", "O", "H", "C", "H", "C", "H", "H", "C", "H", "C", "H", "H", "C", "H", "C", "H", "H", "H", "C", "H", "C", "H", "C", "C", "H", "H", "C", "H", "H", "H", "C", "C", "H", "H", "C", "H", "H", "H", "H", "H", "H", "H", "O", "H", "H", "H", "C", "H", "H", "O", "C", "H", "O", "C", "C", "C", "H", "O", "H", "C", "C", "H", "H", "C", "H", "C", "H"],
  "positions_angstrom": [[9.78836, -2.78769, 2.09858], [9.05872, -2.65518, 0.13007], [3.55930, 1.22749, 1.40246], [9.45467, -0.84896, 1.77303], [-2.03453, 3.54376, 1.84862], [-8.31119, -0.13352, -2.70668], [8.90664, -3.74247, 0.12677], [-10.75315, -1.38158, -2.36883], [8.02948, -2.05524, -0.63826], [-5.10070, -0.72729, -3.60808], [-4.51557, -0.10661, 1.20507], [-3.60470, 1.06021, 2.14942], [-2.65533, -2.43163, -1.73825], [6.41129, -0.64558, 1.92686], [-1.82973, -0.03491, -1.75712], [-7.05187, 0.10658, -3.22764], [0.02198, 5.21387, 4.70921], [-0.73996, 6.20046, 3.45049], [-2.51480, -3.69575, -1.87056], [9.21365, 1.11071, 1.49416], [0.65175, 4.89261, 0.31631], [5.00170, -0.43819, 3.43501], [-3.51161, 0.24277, 1.43756], [-2.90669, -0.53323, 1.89990], [2.75468, 3.92910, 1.18636], [0.10517, 2.93157, 0.74669], [5.32539, -2.08541, 2.84931], [5.78313, -1.12711, 3.09269], [-0.98926, 3.89839, -0.23225], [-10.01384, -1.62872, -1.60698], [3.64280, 4.25628, 1.74174], [3.05416, 3.71074, 0.15554], [-5.37277, -3.25649, -2.64763], [7.60681, 0.45473, 3.21810], [-6.39939, -2.14478, -2.67036], [8.07726, -2.38940, 2.03461], [-4.63246, -3.06381, -3.42431], [-1.97287, -1.37475, -3.38126], [-1.73399, -1.44504, -2.31813], [-9.04268, 0.66319, -2.73506], [-2.85903, 0.79088, 0.20540], [-10.21609, -0.99292, -0.74648], [9.04451, -2.18828, 1.56842], [8.42133, -1.66399, -1.93472], [-5.90226, -4.18542, -2.86266], [7.69414, -0.93534, -2.29167], [1.75964, 5.06756, 1.18324], [6.89485, 1.34510, 1.85519], [-3.27964, -4.42132, -0.11833], [-0.90693, 0.46150, -2.06056], [-3.87668, -2.13500, -0.96193], [7.35093, 0.39224, 2.15523], [10.04059, -2.44355, -0.30597], [1.44203, 5.31245, 2.19861], [-3.59926, -4.42745, -1.16841], [-1.73149, 5.10497, 4.45111], [2.44413, 1.65586, 0.07219], [1.83501, 0.80758, 1.50605], [-0.71471, -1.81610, -2.24589], [-5.48814, -3.50450, -0.48178], [8.39167, 0.14083, 0.28051], [-3.65870, -2.07973, 0.10557], [2.23388, 2.76859, 1.81295], [-10.13983, -2.67354, -1.33529], [-6.82244, 1.07014, -3.65994], [6.50105, -1.28606, 3.90389], [-0.76270, 5.22889, 3.95466], [-7.90543, -3.33532, -1.70792], [-2.64836, 0.52479, -2.20596], [-1.89229, -0.02748, -0.33762], [-8.63665, -1.37239, -2.15705], [-1.62768, 5.26672, 1.69240], [-0.50442, 4.17396, 3.05353], [8.61574, 0.20787, 1.34743], [-4.73957, -3.37580, -1.25842], [2.54398, 1.56029, 1.15949], [2.28328, 5.94169, 0.78978], [-3.10104, 1.86235, -0.26911], [-4.28984, -1.17345, -1.25608], [-7.66670, -2.36996, -2.14021], [-1.20564, 4.26537, 1.82729], [9.40946, -1.19289, -1.93070], [-3.78925, -5.42030, -1.55905], [-6.09335, -0.89884, -3.20538], [-1.71176, -4.15201, -2.43555], [-0.33084, 3.92913, 0.63997], [8.43459, -2.51624, -2.62336]],
  "forces_ev_per_a": [[0.01, 0.01, 0.01], [-0.12, -0.13, -0.09], [0.01, -0.05, -0.12], [0.12, 0.02, 0.07], [-0.09, 0.10, -0.11], [0.12, 0.07, -0.05], [0.14, -0.03, 0.01], [-0.10, -0.04, 0.04], [0.08, 0.25, 0.10], [-0.02, 0.06, -0.14], [-0.01, -0.08, -0.06], [-0.11, 0.03, -0.01], [0.49, -0.26, 0.12], [0.17, -0.18, 0.03], [0.56, 0.43, -0.10], [0.04, -0.10, 0.05], [-0.02, -0.05, 0.02], [-0.02, 0.01, 0.00], [-0.18, -0.18, 0.12], [0.01, -0.01, 0.00], [0.00, 0.06, -0.11], [0.03, -0.02, 0.10], [0.53, 0.24, 0.35], [-0.11, -0.17, -0.08], [0.12, -0.05, 0.16], [0.04, 0.04, 0.18], [-0.04, 0.02, -0.04], [-0.09, 0.08, -0.07], [-0.01, 0.02, 0.00], [0.10, 0.14, -0.30], [0.06, 0.05, -0.11], [-0.02, -0.02, -0.01], [-0.80, 0.04, 0.41], [0.01, -0.04, 0.01], [0.08, -0.01, -0.04], [-0.07, 0.07, -0.14], [0.13, -0.20, -0.02], [0.02, 0.00, -0.04], [0.06, 0.30, -0.24], [-0.12, -0.05, 0.03], [0.29, 0.73, 0.03], [-0.01, -0.05, 0.10], [-0.06, -0.08, 0.10], [-0.08, -0.09, 0.01], [0.24, -0.14, -0.20], [-0.03, -0.04, -0.01], [0.03, 0.10, 0.10], [0.07, 0.07, 0.09], [-0.01, -0.61, 0.05], [-0.06, 0.12, -0.13], [-0.61, 0.24, 0.12], [-0.17, 0.07, -0.05], [0.00, 0.03, -0.01], [-0.03, -0.17, 0.02], [-0.28, 0.56, -0.24], [-0.02, 0.06, -0.02], [0.04, -0.01, -0.01], [0.03, -0.01, 0.06], [-0.05, -0.21, 0.23], [-0.09, -0.09, -0.03], [-0.13, -0.11, 0.04], [0.37, -0.03, -0.06], [-0.27, 0.00, -0.18], [-0.04, 0.00, 0.11], [0.03, 0.04, 0.00], [0.00, 0.03, 0.01], [-0.03, -0.08, 0.04], [-0.04, -0.06, -0.05], [-0.17, 0.01, 0.23], [-0.76, -0.86, 0.03], [-0.02, -0.13, 0.15], [0.02, 0.02, 0.00], [0.18, 0.12, -0.11], [0.03, 0.09, -0.12], [0.78, 0.44, -0.13], [0.09, 0.06, 0.16], [-0.01, 0.01, -0.01], [-0.22, -0.34, -0.21], [-0.13, -0.07, -0.22], [0.00, 0.31, -0.06], [-0.07, -0.13, 0.17], [0.01, 0.00, -0.01], [-0.04, -0.09, 0.14], [0.00, -0.14, 0.08], [0.20, 0.21, 0.05], [-0.06, -0.15, -0.13], [0.07, 0.02, -0.02]],
  "mulliken_charge": [0.4065, -0.5416, 0.3105, -0.4381, 0.2568, -0.5290, 0.3735, 0.3679, -0.2794, 0.4744, 0.3205, 0.3718, 0.3837, -0.2737, -0.6893, -0.9611, 0.2523, 0.3719, -0.0688, 0.3899, -0.4979, 0.2917, -1.4343, 0.4084, -0.5437, -0.0539, 0.2475, -0.8368, 0.3376, -1.4523, 0.3922, 0.3280, -1.3400, 0.3803, 0.3730, 0.0885, 0.4813, 0.2615, -0.6337, 0.4376, 1.0734, 0.3237, -0.2762, -0.7921, 0.4328, 0.2321, -0.3036, 0.3273, 0.3780, 0.5101, -0.5427, -0.5067, 0.3475, 0.1049, -0.9836, 0.3202, 0.3595, 0.2018, 0.5241, 0.7298, 0.1353, -0.0465, -0.2948, 0.3644, 0.4143, 0.3883, -0.8400, 0.3376, 0.3976, -0.4350, 0.6941, 0.3793, -0.2842, -0.3413, -0.1170, -0.7518, 0.3985, -0.5252, 0.4640, -0.4723, -0.4758, 0.3650, 0.4211, -0.2420, 0.5258, 0.0339, 0.3131],
  "total_charge": 1,
  "max_force_ev_per_a": 1.1,
  "homo_lumo_gap_ev": 6.3,
  "e_lumo_ev": -4.072
}